# 1
{"formula": "C29H46F3IN7O9PS3Ti", "method": "wB97M-V/def2-TZVPD", "s2": 2.009, "e_tot_ha": -5175.77034, "e_above_lowest_kj_mol": 94.6, "multiplicity": 3, "orbital_gap_ev": [6.87, 6.35], "e_lumo_ev": [-0.61, -1.12], "e_homo_ha": [-0.2748, -0.2748], "fmax_ev_per_a": 0.5, "species": ["Ti", "N", "N", "C", "N", "N", "N", "O", "O", "H", "H", "H", "H", "H", "C", "S", "C", "H", "H", "H", "H", "H", "H", "C", "C", "C", "C", "P", "C", "C", "C", "C", "C", "C", "C", "C", "C", "C", "H", "H", "H", "H", "H", "H", "H", "H", "H", "H", "H", "H", "H", "H", "H", "H", "H", "H", "H", "H", "H", "H", "H", "N", "C", "C", "C", "C", "C", "C", "S", "O", "O", "O", "H", "H", "H", "H", "H", "H", "O", "H", "H", "I", "C", "C", "C", "C", "C", "N", "H", "H", "H", "H", "F", "C", "F", "F", "S", "O", "O", "O"], "xyz": [[-0.888, 0.272, -0.188], [-3.202, 2.728, 1.735], [-3.015, 3.655, 0.704], [-2.428, 3.274, -0.457], [-2.750, 3.987, -1.543], [-1.523, 2.314, -0.467], [-1.181, 1.836, -1.747], [-1.728, 0.605, -1.935], [-0.805, 2.548, -2.695], [-4.106, 2.277, 1.622], [-3.140, 3.215, 2.620], [-3.709, 4.382, 0.609], [-3.640, 4.447, -1.593], [-2.225, 3.827, -2.392], [-3.392, -3.824, -1.559], [-1.665, -3.368, -1.760], [-1.438, -3.650, -3.521], [-3.537, -4.877, -1.799], [-4.025, -3.189, -2.174], [-3.650, -3.652, -0.515], [-2.118, -3.019, -4.092], [-1.602, -4.698, -3.768], [-0.412, -3.380, -3.765], [2.746, -1.211, 0.813], [2.729, -1.258, -0.716], [4.170, -1.445, -1.203], [1.936, -2.475, -1.232], [1.782, 0.246, -1.348], [1.762, -0.079, -3.149], [0.613, -0.581, -3.754], [0.596, -0.877, -5.112], [1.728, -0.673, -5.884], [2.878, -0.165, -5.295], [2.893, 0.129, -3.942], [2.750, 1.848, -1.112], [2.556, 2.753, -2.333], [4.247, 1.706, -0.831], [2.115, 2.526, 0.100], [3.206, -2.126, 1.197], [1.746, -1.141, 1.233], [3.330, -0.367, 1.184], [4.486, -2.449, -0.903], [4.865, -0.742, -0.756], [4.252, -1.396, -2.288], [2.063, -3.318, -0.548], [2.296, -2.774, -2.217], [0.868, -2.284, -1.351], [-0.290, -0.722, -3.175], [-0.312, -1.255, -5.565], [1.713, -0.897, -6.943], [3.765, 0.007, -5.892], [3.794, 0.538, -3.506], [3.155, 2.434, -3.186], [2.881, 3.758, -2.052], [1.517, 2.812, -2.651], [4.790, 1.187, -1.619], [4.444, 1.220, 0.124], [4.660, 2.715, -0.751], [1.077, 2.796, -0.099], [2.664, 3.438, 0.347], [2.150, 1.888, 0.984], [-0.915, 0.750, 2.010], [0.186, 1.414, 2.671], [1.171, 0.645, 3.272], [2.331, 1.253, 3.723], [2.496, 2.625, 3.589], [1.455, 3.397, 3.099], [0.296, 2.795, 2.629], [4.110, 3.360, 3.892], [5.010, 2.365, 3.325], [4.187, 3.500, 5.333], [4.047, 4.609, 3.150], [-1.134, -0.100, 2.520], [-1.746, 1.350, 2.013], [1.054, -0.432, 3.335], [3.148, 0.666, 4.123], [1.606, 4.465, 3.006], [-0.473, 3.388, 2.150], [-0.498, -1.617, 0.643], [-0.461, -2.369, 0.028], [-1.080, -1.928, 1.409], [-0.043, -4.802, 2.174], [-1.588, -3.804, 3.168], [-2.244, -4.436, 4.213], [-3.276, -3.755, 4.837], [-3.618, -2.487, 4.396], [-2.906, -1.946, 3.344], [-1.899, -2.589, 2.740], [-1.952, -5.429, 4.522], [-3.809, -4.217, 5.658], [-4.423, -1.926, 4.848], [-3.148, -0.970, 2.946], [-5.270, 0.059, 2.111], [-5.357, -0.697, 0.997], [-6.605, -0.634, 0.552], [-5.087, -1.960, 1.341], [-4.185, -0.088, -0.282], [-4.561, 1.295, -0.443], [-4.361, -0.973, -1.388], [-2.901, -0.259, 0.451]], "mulliken_charge": [1.722, -0.463, -0.154, -0.311, -0.379, 1.033, 0.756, -0.448, -0.893, 0.250, 0.290, 0.277, 0.204, 0.235, -0.980, 0.623, -1.163, 0.466, 0.255, 0.141, 0.297, 0.479, 0.239, -1.574, 2.357, -1.738, -1.653, 1.108, 0.743, -0.507, -0.940, -0.804, -1.041, -0.748, 2.595, -1.651, -1.968, -1.811, 0.615, -0.117, 0.175, 0.518, 0.363, 0.310, 0.501, 0.376, -0.448, 0.344, 0.501, 0.383, 0.461, 0.461, 0.427, 0.530, 0.097, 0.359, 0.282, 0.544, 0.065, 0.852, -0.433, -0.050, 0.805, -0.422, -0.900, 0.021, -0.829, -0.239, 1.349, -0.687, -0.693, -0.721, 0.187, 0.021, 0.236, 0.408, 0.492, 0.090, 1.145, -0.534, -0.438, 0.085, -0.117, -0.584, -0.297, -1.143, -0.141, -0.260, 0.414, 0.414, 0.454, 0.521, -0.220, 0.618, -0.245, -0.194, 1.444, -0.760, -0.680, -0.562]}


# 2
{"formula": "C29H47Cl2I2N3O5P", "method": "wB97M-V/def2-TZVPD", "charge": 1, "e_tot_ha": -3530.51964, "multiplicity": 1, "orbital_gap_ev": 7.19, "e_lumo_ev": -4.34, "e_homo_ha": -0.4240, "fmax_ev_per_a": 2.3, "species": ["C", "C", "C", "C", "C", "C", "C", "C", "C", "C", "C", "O", "O", "P", "N", "C", "C", "Cl", "C", "C", "Cl", "C", "C", "I", "C", "C", "I", "N", "C", "C", "N", "C", "C", "C", "C", "O", "H", "H", "H", "H", "H", "H", "H", "H", "H", "H", "H", "H", "H", "H", "H", "H", "H", "H", "H", "H", "H", "H", "H", "H", "H", "H", "H", "H", "H", "H", "H", "H", "H", "H", "H", "H", "H", "H", "H", "O", "C", "O", "C", "C", "C", "H", "H", "H", "H", "H", "H", "H", "H"], "xyz": [[-1.095, -4.531, -1.808], [-2.433, -3.836, -2.189], [-2.340, -3.025, -3.499], [-1.646, -1.647, -3.356], [-2.260, -0.727, -2.269], [-1.201, -0.130, -1.299], [-0.539, -1.288, -0.495], [0.001, -0.867, 0.859], [-0.943, -0.487, 1.781], [-0.591, -0.140, 3.069], [-1.721, 0.222, 3.999], [-2.001, 1.380, 4.205], [-2.460, -0.778, 4.573], [-4.133, -0.566, 4.404], [-4.712, -1.736, 3.560], [0.756, -0.164, 3.449], [1.033, 0.166, 4.927], [2.214, 1.469, 5.194], [1.426, -1.160, 5.681], [0.816, -2.427, 5.054], [0.655, -1.030, 7.330], [1.701, -0.517, 2.474], [3.175, -0.582, 2.822], [3.989, -2.472, 3.452], [4.052, 0.427, 2.737], [5.533, 0.254, 3.063], [3.508, 2.389, 2.169], [1.309, -0.857, 1.208], [2.278, -1.305, 0.183], [2.482, -0.397, -1.061], [2.700, 1.030, -0.806], [3.840, 1.536, -1.609], [5.197, 1.236, -0.911], [1.533, 1.851, -1.055], [0.639, 2.329, 0.088], [1.272, 2.213, -2.181], [-1.069, -5.503, -2.314], [-1.108, -4.761, -0.731], [-0.209, -3.920, -2.020], [-3.158, -4.644, -2.365], [-2.828, -3.261, -1.340], [-3.346, -2.898, -3.921], [-1.784, -3.651, -4.214], [-0.553, -1.757, -3.263], [-1.804, -1.135, -4.317], [-2.714, 0.148, -2.776], [-3.024, -1.207, -1.645], [-0.454, 0.376, -1.922], [-1.702, 0.586, -0.638], [-1.336, -2.020, -0.287], [0.176, -1.799, -1.138], [-1.997, -0.487, 1.505], [-4.688, -0.476, 5.704], [-4.430, 0.651, 3.756], [-3.973, -2.375, 3.283], [0.120, 0.483, 5.439], [2.497, -1.224, 5.875], [0.811, -3.198, 5.833], [1.319, -2.763, 4.145], [-0.245, -2.284, 4.793], [6.041, 1.219, 2.960], [5.691, -0.182, 4.052], [5.966, -0.382, 2.275], [1.878, -2.253, -0.202], [3.262, -1.541, 0.591], [3.379, -0.772, -1.572], [1.671, -0.484, -1.804], [3.857, 1.113, -2.624], [3.769, 2.627, -1.677], [5.966, 1.112, -1.685], [5.136, 0.340, -0.279], [5.512, 2.080, -0.288], [-0.417, 2.316, -0.200], [0.884, 3.373, 0.330], [0.794, 1.761, 1.012], [-4.342, 1.476, -5.349], [-3.594, 2.375, -5.085], [-3.195, 2.545, -3.807], [-2.157, 3.444, -3.400], [-2.692, 4.842, -3.173], [-3.160, 3.374, -6.130], [-1.326, 3.427, -4.107], [-1.773, 3.046, -2.460], [-3.099, 5.270, -4.090], [-1.903, 5.500, -2.806], [-3.502, 4.823, -2.443], [-3.910, 4.161, -6.202], [-3.090, 2.858, -7.085], [-2.183, 3.814, -5.941]], "mulliken_charge": [-1.147, -0.311, -1.020, -0.641, -1.186, 0.201, -0.243, -0.487, -0.601, 0.628, -0.205, -0.497, -0.264, 0.391, -0.703, 0.231, -0.750, -0.120, 0.321, -0.962, -0.167, 1.100, -1.832, 0.181, 0.671, -1.587, 0.189, 0.380, -1.324, -0.886, 0.760, -0.649, -0.862, 0.316, -0.389, -0.598, 0.456, 0.270, 0.180, 0.467, 0.191, 0.354, 0.379, 0.325, 0.397, 0.190, 0.737, -0.084, 0.434, 0.447, 0.254, 0.762, 0.122, 0.112, 0.265, 0.571, 0.345, 0.540, 0.152, 0.015, 0.448, 0.427, 0.418, 0.458, 0.606, 0.723, 0.209, 0.418, 0.419, 0.356, 0.094, 0.303, -0.033, 0.572, -0.284, -0.554, 0.779, -0.329, 0.207, -1.198, -1.026, 0.371, -0.169, 0.320, 0.372, 0.339, 0.278, 0.322, 0.334]}